Computed, not measured: a 12-piece molecular cluster, C48H132N12O12 overall, with ωB97M-V with the def2-TZVPD basis set.

XYZ file:
```
204
C48H132N12O12 (ωB97M-V with the def2-TZVPD basis set)
C -11.96824 -13.18204 21.76393
O -13.17143 -12.75625 22.32093
C -13.77295 -13.76456 23.21582
C -14.12017 -15.14502 22.53182
C -15.14070 -14.96177 21.40803
N -14.72172 -16.05949 23.46600
H -12.05584 -13.92335 20.96966
H -11.44668 -13.59245 22.62859
H -11.38913 -12.33870 21.38774
H -13.05127 -13.89155 24.02277
H -14.61095 -13.29796 23.73364
H -13.19452 -15.60852 22.19058
H -16.09367 -14.59899 21.79315
H -15.24982 -15.94715 20.95500
H -14.84448 -14.29269 20.60014
H -15.59795 -15.67059 23.78392
H -14.92464 -16.91111 22.96236
C -11.43542 -9.59187 22.73353
O -10.17715 -9.59356 23.43876
C -9.44498 -10.78060 23.32186
C -8.03494 -10.51012 23.91015
C -7.26259 -9.42911 23.07530
N -7.21717 -11.75779 24.01577
H -11.96944 -8.67600 22.98673
H -11.98145 -10.51034 22.94885
H -11.17836 -9.52378 21.67648
H -9.85706 -11.64716 23.83893
H -9.37611 -11.13857 22.29462
H -8.23208 -10.22408 24.94331
H -7.68951 -8.44431 22.88552
H -7.16344 -9.84526 22.07276
H -6.23531 -9.29765 23.41517
H -7.68678 -12.39018 24.64796
H -6.46932 -11.65413 24.68665
C -20.99849 -12.76055 19.83035
O -19.99623 -13.50324 19.17636
C -19.00909 -12.70756 18.51682
C -17.65810 -13.51333 18.42520
C -16.60349 -12.67761 17.69215
N -17.94189 -14.67486 17.65590
H -21.51345 -12.00738 19.23399
H -20.50735 -12.23565 20.64971
H -21.76283 -13.39437 20.27997
H -19.38860 -12.57576 17.50355
H -18.84944 -11.75871 19.02896
H -17.27309 -13.72726 19.42223
H -16.85593 -12.29778 16.70216
H -15.67127 -13.23949 17.63409
H -16.45543 -11.76647 18.27183
H -18.78757 -15.11410 17.99054
H -18.11106 -14.54641 16.66848
C -17.43787 -7.49912 18.79469
O -18.13440 -7.87343 17.59424
C -17.15637 -8.23517 16.53615
C -17.90459 -8.99441 15.33917
C -17.01363 -9.85476 14.40876
N -18.77174 -8.14512 14.58641
H -16.54688 -6.91189 18.57242
H -17.06485 -8.39753 19.28644
H -18.13045 -7.14453 19.55804
H -16.68507 -7.29793 16.24028
H -16.40266 -8.89172 16.97087
H -18.62948 -9.64242 15.83182
H -16.24377 -10.43888 14.91295
H -16.60370 -9.18188 13.65557
H -17.75941 -10.52557 13.98222
H -18.21702 -7.82891 13.80386
H -18.79757 -7.32143 15.17031
C -23.00578 -14.57951 23.18873
O -23.77528 -13.52852 22.56528
C -24.45723 -13.93817 21.33579
C -25.84324 -14.65193 21.46644
C -26.28638 -15.30219 20.14005
N -26.82067 -13.59799 21.88947
H -22.50194 -14.16026 24.05963
H -22.25004 -15.00694 22.52975
H -23.64687 -15.39702 23.51854
H -24.61979 -13.03201 20.75223
H -23.81538 -14.50745 20.66343
H -25.81228 -15.41565 22.24353
H -25.64717 -16.07454 19.71229
H -26.30556 -14.57887 19.32485
H -27.23827 -15.82031 20.25651
H -26.26382 -13.22141 22.64327
H -26.76287 -12.81419 21.25510
C -20.01644 -11.14996 23.32423
O -18.63490 -11.38802 22.96970
C -17.81264 -10.27228 22.75973
C -16.36544 -10.71088 22.52165
C -15.33327 -9.51444 22.41280
N -16.30524 -11.35340 21.18970
H -20.59459 -12.07231 23.38003
H -20.36393 -10.67826 22.40508
H -20.18939 -10.41983 24.11486
H -18.25482 -9.65751 21.97574
H -17.87715 -9.65268 23.65417
H -16.10965 -11.50507 23.22303
H -14.38744 -9.89689 22.02909
H -15.04299 -8.88236 23.25204
H -15.61606 -8.86050 21.58788
H -15.34958 -11.66204 21.08222
H -16.89472 -12.16579 21.30216
C -26.10886 -13.81093 25.78483
O -25.46498 -13.14710 26.89517
C -25.58340 -11.75217 26.87127
C -24.72185 -11.01749 25.89090
C -23.21396 -11.31191 26.12227
N -24.86456 -9.63346 26.06673
H -27.19863 -13.82837 25.77106
H -25.80104 -14.85601 25.75084
H -25.79211 -13.42540 24.81574
H -26.64001 -11.49652 26.79175
H -25.36922 -11.39707 27.87929
H -25.03888 -11.21184 24.86629
H -22.85127 -10.81866 27.02409
H -22.64406 -10.92304 25.27841
H -23.05957 -12.38317 26.25145
H -25.78782 -9.32033 25.80287
H -24.69448 -9.44762 27.04481
C -13.08694 -12.29499 18.38092
O -11.88838 -11.63630 18.14946
C -10.70981 -12.48492 18.25147
C -9.41383 -11.59075 17.98543
C -9.36645 -10.31883 18.90637
N -9.33251 -11.07881 16.61994
H -13.22043 -12.64542 19.40438
H -13.29116 -13.16551 17.75756
H -13.81833 -11.52744 18.12785
H -10.65571 -12.89818 19.25864
H -10.73740 -13.28159 17.50806
H -8.50501 -12.13321 18.24595
H -8.58693 -9.63502 18.57044
H -9.20469 -10.45750 19.97534
H -10.32515 -9.82097 18.76099
H -10.20024 -10.57975 16.48548
H -9.37503 -11.81476 15.92953
C -19.85624 -10.26618 27.66570
O -18.51186 -10.66465 27.80072
C -18.27431 -11.95804 27.14984
C -16.78144 -12.28453 27.28587
C -15.88183 -11.58779 26.30231
N -16.58115 -13.68102 27.08695
H -20.53057 -10.95882 28.16929
H -20.25688 -9.97996 26.69324
H -19.85768 -9.33210 28.22748
H -18.79420 -12.77094 27.65680
H -18.44482 -11.98263 26.07354
H -16.48268 -12.10458 28.31857
H -16.19927 -10.55028 26.19788
H -15.93056 -11.97044 25.28284
H -14.85113 -11.73530 26.62480
H -17.01365 -14.18445 27.84828
H -15.60891 -13.87911 27.27564
C -20.38498 -16.47551 20.88946
O -20.10273 -16.25676 22.31390
C -19.09097 -15.27722 22.53741
C -18.61734 -15.27249 24.05383
C -19.72408 -14.76507 24.93078
N -17.50613 -14.44131 24.17293
H -19.55873 -16.87245 20.29967
H -20.79675 -15.57100 20.44181
H -21.19184 -17.20434 20.81284
H -18.21471 -15.50059 21.92882
H -19.37251 -14.28237 22.19230
H -18.44336 -16.30618 24.35268
H -19.45277 -14.68057 25.98309
H -20.63018 -15.36473 24.84425
H -20.00646 -13.75264 24.64208
H -17.40269 -14.26519 25.16207
H -17.72833 -13.52152 23.81977
C -15.19274 -5.29214 20.77691
O -15.24876 -4.68166 19.48182
C -14.06056 -3.91264 19.11075
C -14.30002 -3.19295 17.81590
C -14.55883 -4.19665 16.67243
N -13.22745 -2.31060 17.39574
H -15.25717 -4.57692 21.59691
H -14.26947 -5.85820 20.90043
H -15.97169 -6.03712 20.93920
H -13.79207 -3.21293 19.90221
H -13.22873 -4.60557 18.98418
H -15.14631 -2.52218 17.96407
H -15.38700 -4.87627 16.87331
H -13.68855 -4.83659 16.52693
H -14.75020 -3.73091 15.70571
H -13.41112 -2.02390 16.44487
H -12.36472 -2.82478 17.28881
C -19.16020 -7.18653 25.18956
O -20.11027 -7.58685 24.18120
C -21.45298 -7.66095 24.65680
C -22.42973 -8.12657 23.52236
C -22.17609 -7.29461 22.26320
N -23.81793 -8.02659 23.82096
H -18.14877 -7.22650 24.78519
H -19.18749 -7.84625 26.05681
H -19.49338 -6.27039 25.67719
H -21.59200 -8.22627 25.57831
H -21.64132 -6.62468 24.93744
H -22.35064 -9.19225 23.30746
H -22.72609 -7.74610 21.43751
H -21.10629 -7.26667 22.05623
H -22.64855 -6.31366 22.31421
H -24.13634 -7.09628 24.05166
H -24.01573 -8.55203 24.66053
```

The value obtained for the total energy is -3467.6068 hartree. For the LUMO energy, the calculation gives 0.51 eV. As for the gap between HOMO and LUMO: 9.38 eV. For the energy above the lowest of the compared OMol25 structures with the same formula, charge and spin, the calculation gives 112.8 kcal per mole. The value obtained for the highest occupied orbital energy is -8.87 eV. The value obtained for the largest force on an atom is 3.5 eV/Å.

Results of the Löwdin charge analysis, in e, for atoms 1 through 6: -0.15 -0.22 -0.12 -0.42 -0.07 0.03